# C15H47N3O11S

C15H47N3O11S as an isolated structure (ωB97M-V/def2-TZVPD, OMol25).

As for the maximum force: 0.6 eV Å⁻¹. The HOMO-LUMO gap is 9.880 eV.

Structure (ORCA input):
```
! wB97M-V def2-TZVPD RIJCOSX def2/J DEFGRID3
* xyz 0 1
C 5.1115 -0.4547 0.6359
C 4.3729 -0.8394 -0.6452
C 4.1669 -2.3577 -0.6910
C 3.0486 -0.0730 -0.6668
C 2.2745 -0.2242 -1.9529
O 1.5531 0.9807 -2.3313
S 0.7573 0.6083 -3.6374
O -0.4658 1.3163 -3.6653
O 1.6262 0.6370 -4.7586
O 0.4934 -0.9198 -3.2758
C 1.2367 -1.3410 -2.1130
C 0.3340 -1.7956 -0.9746
C -0.7637 -0.8839 -0.3282
N -2.0116 -1.6454 -0.1504
N -0.9744 0.3025 -1.1180
N -0.3889 -0.4168 1.0037
H 6.0798 -0.9544 0.7000
H 5.2877 0.6197 0.6893
H 4.4987 -0.7363 1.4907
H 4.9634 -0.5337 -1.5148
H 4.0141 -2.7216 -1.7099
H 3.2899 -2.6449 -0.1054
H 5.0356 -2.8790 -0.2894
H 3.2746 0.9909 -0.5614
H 2.4538 -0.3555 0.2066
H 2.9903 -0.3885 -2.7685
H 1.8041 -2.2372 -2.3757
H -0.1560 -2.6961 -1.3531
H 1.0049 -2.1300 -0.1787
H -1.8310 -2.5086 0.3599
H -2.3330 -1.9458 -1.0677
H -1.4211 0.9826 -0.5111
H -1.6224 0.1456 -1.8847
H 0.4859 0.0954 0.9558
H -0.2592 -1.1967 1.6375
C -5.8478 -2.9091 0.7208
O -4.5152 -3.3757 0.5848
H -6.4886 -3.7868 0.7768
H -5.9823 -2.3217 1.6332
H -6.1578 -2.3071 -0.1376
H -3.9327 -2.6110 0.5326
C -4.3647 1.4403 -4.4299
O -3.3461 0.4486 -4.3825
H -5.3053 0.9611 -4.1706
H -4.1821 2.2458 -3.7171
H -4.4593 1.8693 -5.4321
H -2.5085 0.8719 -4.5987
C -6.0185 4.9230 -4.1599
O -6.3656 3.7055 -3.5109
H -5.6249 4.6658 -5.1412
H -6.8891 5.5707 -4.2924
H -5.2571 5.4676 -3.5989
H -6.7144 3.9270 -2.6432
C 2.2350 -0.6872 3.9583
O 3.1799 0.0787 3.2194
H 1.3827 -0.8557 3.3013
H 2.6393 -1.6507 4.2720
H 1.8844 -0.1516 4.8443
H 3.9524 0.2454 3.7698
C -6.5200 5.6979 -0.1585
O -5.7611 6.4964 -1.0552
H -7.5316 5.6486 -0.5578
H -6.1220 4.6818 -0.0785
H -6.5676 6.1364 0.8414
H -4.8623 6.5550 -0.7196
C 7.5688 0.2064 3.3800
O 6.4198 1.0268 3.2220
H 7.2288 -0.7373 3.8013
H 8.0563 0.0028 2.4228
H 8.2970 0.6511 4.0631
H 6.6952 1.8674 2.8468
C 2.1682 -4.5989 6.1050
O 2.4329 -3.2118 6.2691
H 1.5273 -4.6966 5.2316
H 3.0835 -5.1706 5.9310
H 1.6448 -5.0178 6.9681
H 2.9974 -3.1005 7.0387
*
```

=====

# C101H200Cl6N14O8

A 17-piece molecular cluster, C101H200Cl6N14O8 overall (ωB97M-V/def2-TZVPD, OMol25).

As for the maximum force: 8.9 eV Å⁻¹. The HOMO-LUMO gap is 4.725 eV.

Structure (ORCA input):
```
! wB97M-V def2-TZVPD RIJCOSX def2/J DEFGRID3
* xyz 8 1
C 0.5189 7.8582 -5.7624
N 1.6511 6.9353 -5.8802
C 2.8737 7.3738 -6.3453
C 3.9555 6.4773 -6.3609
C 3.8134 5.1699 -5.9257
C 2.5683 4.7112 -5.5586
C 1.4986 5.6288 -5.4573
C 4.9846 4.3121 -5.8518
C 5.5193 3.7371 -7.0673
C 6.6710 2.9952 -7.0402
N 7.3066 2.7414 -5.8956
C 6.7677 3.1623 -4.7100
C 5.6123 3.9364 -4.6890
C 8.4861 1.8603 -5.8627
H 0.0980 7.7758 -4.7603
H -0.1624 7.4372 -6.5017
H 0.7361 8.8670 -6.1136
H 2.9241 8.4231 -6.5958
H 4.9421 6.8695 -6.5586
H 2.3467 3.7166 -5.2007
H 0.4875 5.3741 -5.1758
H 5.0808 3.7413 -8.0543
H 7.0542 2.4650 -7.8996
H 7.2006 2.8776 -3.7624
H 5.2644 4.2282 -3.7091
H 8.6231 1.4431 -6.8603
H 8.3351 1.0317 -5.1708
H 9.3817 2.4027 -5.5598
C -3.0979 -3.3978 1.0210
N -2.7889 -2.0411 0.6291
C -3.2947 -1.5351 -0.5115
C -2.8816 -0.2647 -0.8906
C -1.9982 0.4392 -0.0905
C -1.7018 -0.0446 1.1810
C -2.0016 -1.3582 1.4499
C -1.5584 1.8422 -0.4395
C -2.3987 2.7159 -1.1406
C -1.9705 4.0265 -1.3312
N -0.7517 4.4389 -0.9985
C 0.1202 3.5676 -0.4822
C -0.2399 2.2784 -0.1656
C -0.2266 5.7231 -1.4334
H -3.1378 -3.3671 2.1099
H -2.4056 -4.1934 0.7457
H -4.1230 -3.5964 0.7082
H -3.9431 -2.1534 -1.1146
H -3.2660 0.1453 -1.8129
H -1.0668 0.5391 1.8310
H -1.6135 -1.7370 2.3839
H -3.3620 2.3284 -1.4377
H -2.5861 4.7574 -1.8344
H 1.1350 3.8787 -0.2830
H 0.4550 1.6356 0.3542
H 0.1204 5.4779 -2.4372
H 0.5276 6.1251 -0.7568
H -0.9807 6.5101 -1.4332
C -2.0842 -6.9135 2.4491
N -1.1632 -7.0309 3.5955
C -0.1672 -7.9413 3.4461
C 0.8140 -7.9618 4.4786
C 0.6133 -7.2169 5.6668
C -0.5837 -6.4418 5.7831
C -1.3930 -6.3181 4.7114
C 1.5053 -7.2530 6.8400
C 2.5913 -8.1511 6.8336
C 3.4254 -8.1674 7.8970
N 3.2775 -7.3019 8.9210
C 2.3064 -6.3166 8.9001
C 1.4510 -6.2629 7.8376
C 4.3536 -7.2805 9.9232
H -3.0467 -7.3607 2.6973
H -1.6635 -7.4064 1.5727
H -2.0737 -5.8578 2.1781
H -0.0395 -8.5541 2.5660
H 1.6706 -8.6096 4.3650
H -0.8725 -6.0255 6.7369
H -2.2507 -5.6645 4.6519
H 2.8251 -8.9175 6.1095
H 4.2465 -8.8585 8.0173
H 2.3718 -5.5354 9.6429
H 0.7244 -5.4652 7.8852
H 5.2895 -6.9016 9.5126
H 4.5198 -8.3190 10.2094
H 3.9811 -6.8262 10.8413
C -8.0127 -5.1484 6.2526
C -7.1927 -5.5449 5.0437
N -6.8884 -4.3844 4.0635
C -6.6185 -3.0529 4.7082
C -5.4949 -4.6554 3.3167
C -5.6651 -5.7189 2.1408
C -8.1501 -4.3232 3.0865
C -8.0940 -3.2039 1.9935
O -6.9396 -3.1050 1.1841
C -6.6931 -1.8805 0.4175
H -7.5286 -4.4902 6.9741
H -8.2618 -6.1101 6.7013
H -8.9924 -4.7589 5.9758
H -7.6340 -6.4264 4.5786
H -6.2321 -5.9547 5.3560
H -7.5453 -2.6674 5.1333
H -6.3515 -2.3413 3.9269
H -5.7798 -3.1826 5.3922
H -4.6720 -4.8544 4.0033
H -5.1291 -3.7210 2.8910
H -4.6860 -6.0028 1.7551
H -6.2121 -5.3891 1.2576
H -6.2159 -6.5806 2.5181
H -9.0321 -4.3039 3.7267
H -8.3047 -5.3066 2.6425
H -8.2251 -2.2737 2.5463
H -8.9598 -3.1502 1.3335
H -6.0273 -1.2722 1.0297
H -7.5610 -1.2951 0.1141
H -6.2008 -2.1337 -0.5215
C 6.1519 1.6220 3.8569
C 4.9968 1.6733 2.8352
N 4.8149 3.0762 2.1485
C 3.5337 2.9937 1.2829
C 4.7652 4.2663 3.1644
C 3.6056 4.0079 4.1549
C 6.0143 3.5928 1.3337
C 6.5009 2.6276 0.1825
O 7.2307 1.4693 0.6775
C 7.8171 0.4943 -0.2228
H 7.0231 2.0489 3.3601
H 6.3911 0.5973 4.1415
H 6.0848 2.2146 4.7692
H 4.0631 1.4435 3.3486
H 5.1472 0.9981 1.9928
H 3.4323 3.9010 0.6873
H 2.6281 2.7585 1.8421
H 3.7793 2.1481 0.6405
H 4.6156 5.1948 2.6134
H 5.7046 4.4516 3.6852
H 2.7098 3.9353 3.5382
H 3.6541 4.8246 4.8751
H 3.8638 3.0948 4.6913
H 6.8515 3.8987 1.9611
H 5.6222 4.4728 0.8239
H 7.0785 3.2570 -0.4946
H 5.6743 2.1432 -0.3372
H 8.4133 -0.3145 0.1996
H 8.4127 1.0034 -0.9805
H 7.0545 -0.2124 -0.5502
C 3.5901 8.2965 0.6369
C 4.6417 7.4256 -0.2345
N 5.0815 8.1454 -1.5394
C 6.0930 9.2621 -1.1241
C 5.9474 7.2494 -2.4644
C 7.1273 6.5208 -1.7992
C 3.9272 8.6973 -2.4033
C 2.6703 7.7199 -2.6257
O 1.7548 8.5293 -3.3425
C 0.8542 9.3902 -2.6340
H 3.6418 9.3378 0.3187
H 3.7161 8.2664 1.7191
H 2.5840 7.9910 0.3496
H 4.1858 6.5009 -0.5884
H 5.5856 7.2002 0.2618
H 6.9904 8.8797 -0.6377
H 5.5104 9.9998 -0.5724
H 6.4846 9.7983 -1.9885
H 6.5063 7.8834 -3.1527
H 5.3969 6.5758 -3.1211
H 7.4718 5.6914 -2.4169
H 6.9012 6.0190 -0.8584
H 7.8642 7.3015 -1.6108
H 4.3855 8.8937 -3.3726
H 3.6794 9.6897 -2.0268
H 2.1980 7.3388 -1.7203
H 2.9523 6.9157 -3.3052
H 1.4533 9.8435 -1.8442
H 0.0454 8.8139 -2.1849
H 0.4177 10.2034 -3.2138
C -3.3356 1.7583 -5.0346
C -4.6373 1.5961 -4.3688
N -5.8798 1.5860 -5.2189
C -5.7603 0.4536 -6.2772
C -7.1683 1.2689 -4.3916
C -8.5187 1.0269 -5.0737
C -6.1039 2.9053 -6.0185
C -5.9346 4.2047 -5.2430
O -6.8470 4.2957 -4.1641
C -6.5091 5.2974 -3.2430
H -3.2783 2.5738 -5.7556
H -3.0941 0.8438 -5.5763
H -2.5588 1.9388 -4.2915
H -4.8514 2.3213 -3.5837
H -4.6218 0.7402 -3.6940
H -6.5817 0.5014 -6.9922
H -5.6478 -0.5383 -5.8394
H -4.8346 0.5191 -6.8489
H -7.1158 2.0325 -3.6155
H -6.8281 0.3194 -3.9783
H -9.2372 0.6084 -4.3689
H -8.4826 0.2165 -5.8017
H -9.0046 1.9081 -5.4928
H -7.1023 2.8298 -6.4491
H -5.4067 2.8517 -6.8546
H -6.0602 5.1018 -5.8493
H -4.9283 4.2312 -4.8249
H -7.3112 5.7046 -2.6275
H -6.0728 6.1374 -3.7834
H -5.7290 4.8814 -2.6053
C 4.4331 -3.2993 -1.9178
C 3.2066 -2.3773 -1.8123
N 3.3185 -0.8889 -2.3780
C 4.3529 -0.0529 -1.5674
C 3.9118 -1.0409 -3.8565
C 3.9833 0.3057 -4.5933
C 1.9170 -0.1852 -2.3463
C 0.8324 -0.8854 -3.2164
O 1.4079 -0.9628 -4.4883
C 0.4145 -1.3245 -5.4114
H 4.7643 -3.6043 -2.9104
H 4.2629 -4.2527 -1.4175
H 5.3465 -2.9307 -1.4509
H 2.8725 -2.2298 -0.7853
H 2.3497 -2.7958 -2.3403
H 4.0374 0.1359 -0.5413
H 4.6238 0.8903 -2.0419
H 5.1904 -0.7396 -1.4440
H 3.4052 -1.8869 -4.3209
H 4.9252 -1.4209 -3.7266
H 2.9698 0.6918 -4.7017
H 4.2148 0.1065 -5.6396
H 4.7124 0.9280 -4.0744
H 1.9957 0.8363 -2.7184
H 1.6297 -0.2343 -1.2960
H -0.0215 -0.2204 -3.3461
H 0.3446 -1.7644 -2.7950
H -0.1098 -2.2625 -5.2286
H 0.8458 -1.3937 -6.4101
H -0.3074 -0.5079 -5.4205
C -3.6441 0.8228 3.6685
C -3.6285 1.9924 2.6229
N -4.4883 3.2839 2.9945
C -4.2271 4.2938 1.7734
C -6.0609 3.0077 3.0904
C -6.5137 2.0151 4.1167
C -3.8712 3.8733 4.3092
C -4.5010 5.1540 4.8939
O -4.7576 6.1940 3.9255
C -3.5828 7.0228 3.7266
H -4.1099 1.0509 4.6273
H -2.7004 0.3497 3.9400
H -4.2295 -0.0322 3.3301
H -4.1802 1.5459 1.7957
H -2.6752 2.4999 2.4752
H -3.2203 4.7114 1.7678
H -5.0124 5.0316 1.9379
H -4.4019 3.7716 0.8327
H -6.2175 2.5524 2.1125
H -6.5631 3.9717 3.1724
H -6.0126 2.1386 5.0768
H -6.2348 0.9855 3.8926
H -7.5874 2.0939 4.2872
H -2.7972 3.9698 4.1502
H -3.9872 3.0186 4.9756
H -4.0530 5.5519 5.8044
H -5.5030 4.7913 5.1234
H -3.9142 8.0545 3.8445
H -3.0593 6.9206 2.7760
H -2.7722 6.8974 4.4445
C 0.9330 -3.1879 4.1640
C 2.0287 -4.3489 4.3121
N 3.4700 -3.9089 3.9439
C 3.7776 -2.5637 4.6329
C 4.3961 -5.0403 4.4686
C 4.5554 -5.0419 6.0117
C 3.5978 -3.8257 2.3878
C 4.8335 -2.9819 1.8790
O 6.0971 -3.2721 2.4644
C 7.0152 -2.3189 2.0113
H 1.0112 -2.7686 3.1609
H 1.0969 -2.3842 4.8818
H -0.0235 -3.6993 4.2725
H 1.8175 -5.2685 3.7664
H 1.9151 -4.4939 5.3864
H 3.3986 -2.5810 5.6547
H 3.2203 -1.7350 4.1960
H 4.8647 -2.4840 4.6293
H 5.3574 -4.7091 4.0757
H 4.1574 -5.9711 3.9542
H 5.1614 -5.8351 6.4495
H 3.6518 -5.1795 6.6056
H 5.0093 -4.1156 6.3640
H 2.6703 -3.3696 2.0416
H 3.6663 -4.8658 2.0692
H 4.6093 -1.9212 1.7654
H 5.0052 -3.3603 0.8714
H 7.9696 -2.7070 2.3669
H 6.8323 -1.2900 2.3213
H 7.2298 -2.3752 0.9441
C -4.2127 -7.9306 -1.8065
C -3.1959 -7.9737 -2.9522
C -3.7910 -7.5173 -4.3054
C -3.6155 -6.0148 -4.6544
C -2.2341 -5.4892 -4.4307
C -1.7005 -5.7376 -3.0151
N -1.9976 -7.1968 -2.5930
O -0.9944 -7.7886 -1.8498
C -2.3607 -4.7505 -2.0122
C -0.1353 -5.3716 -3.0626
C -2.6794 -9.4770 -3.2913
H -5.0351 -8.6318 -1.9488
H -4.5722 -6.9707 -1.4359
H -3.5861 -8.4284 -1.0664
H -4.8657 -7.6290 -4.4495
H -3.3826 -8.0941 -5.1352
H -4.3699 -5.4921 -4.0664
H -3.9838 -5.8860 -5.6722
H -2.0702 -4.4216 -4.5774
H -1.6151 -6.0737 -5.1114
H -2.1624 -3.7016 -2.2329
H -1.9172 -4.8900 -1.0263
H -3.4447 -4.8423 -1.9455
H 0.2663 -5.7621 -2.1276
H 0.2217 -4.3675 -3.2915
H 0.3589 -5.9206 -3.8641
H -1.8996 -9.5038 -4.0523
H -3.4671 -10.1362 -3.6562
H -2.1937 -9.9879 -2.4599
Cl 3.1948 3.6982 -2.1719
Cl 1.9749 -0.1465 1.7741
Cl -5.7419 1.6138 -0.6363
Cl 0.4391 -5.0998 0.8856
Cl -2.7743 -2.8987 4.7435
Cl -3.7871 -2.1232 -4.0077
*
```

=====

# C3H6CrNO4S

C3H6CrNO4S as an isolated structure (ωB97M-V/def2-TZVPD, OMol25).

As for the maximum force: 4.3 eV Å⁻¹. The HOMO-LUMO gap (alpha / beta) is 7.020 / 7.084 eV.

Structure (ORCA input):
```
! wB97M-V def2-TZVPD RIJCOSX def2/J DEFGRID3
* xyz 1 5
O -0.8224 1.7397 0.0044
C -2.0447 1.1557 -0.2483
C -2.1233 -0.3023 0.2001
O -1.1542 -1.0924 -0.4896
C 0.0627 -1.2039 0.0560
Cr 0.8528 1.0391 -0.1481
H -2.3035 1.1906 -1.3259
H -2.8641 1.6769 0.2866
H -3.1039 -0.7285 -0.0464
H -1.9493 -0.3841 1.2846
H 0.7343 -1.8494 -0.5150
H 0.1178 -1.2154 1.1544
N 2.7447 1.0256 -0.6538
S 3.6726 0.0634 -0.0345
O 4.8406 -0.4691 -0.7379
O 3.3399 -0.6460 1.2134
*
```

=====

# C2H2N2O2

One molecule with the formula C2H2N2O2 (ωB97M-V/def2-TZVPD, OMol25).

The value obtained for the energy above the lowest of the compared OMol25 structures with the same formula, charge and spin is 375.2 kJ/mol. As for the maximum force: 5.7 eV Å⁻¹. The HOMO-LUMO gap is 10.034 eV.

Structure (ORCA input):
```
! wB97M-V def2-TZVPD RIJCOSX def2/J DEFGRID3
* xyz 0 1
O 0.9380 -0.9977 -1.1472
C 0.2871 -0.0832 -0.4563
C -0.7169 -0.2207 0.4527
O -0.9334 1.0917 0.8149
N -0.1554 1.8883 0.1242
N 0.7257 1.1908 -0.5941
H 0.8500 -1.9411 -0.5524
H -0.9951 -0.9282 1.3583
*
```

=====

# C8H26CuN2O4

C8H26CuN2O4 as an isolated structure (ωB97M-V/def2-TZVPD, OMol25).

As for the maximum force: 1.5 eV Å⁻¹. The HOMO-LUMO gap is 8.785 eV.

Structure (ORCA input):
```
! wB97M-V def2-TZVPD RIJCOSX def2/J DEFGRID3
* xyz 1 1
Cu -0.3182 1.1512 -1.0090
C -2.3854 -0.4440 1.2918
C -1.5256 -1.3573 0.4276
C -2.0176 -2.8031 0.4572
O -1.8212 -3.3322 1.7470
C -1.9871 -4.7485 1.7515
N -1.4472 -0.8200 -0.9290
H -3.3978 -0.2675 0.9153
H -1.9640 0.5667 1.3410
H -2.4523 -0.8004 2.3176
H -0.5278 -1.3988 0.8762
H -1.5683 -3.4173 -0.3351
H -3.0972 -2.8268 0.2302
H -1.8260 -5.0397 2.7858
H -1.2468 -5.2495 1.1206
H -2.9826 -5.0143 1.3875
H -1.1898 -1.5115 -1.6304
H -2.4307 -0.6462 -1.1552
C 2.7270 3.4782 0.8368
C 1.9111 2.3886 0.1271
C 2.5341 1.0077 0.2217
O 1.7162 0.1885 -0.5784
C 2.0209 -1.2007 -0.5089
N 0.5367 2.3239 0.6617
H 3.7893 3.3996 0.5883
H 2.7117 3.4225 1.9278
H 2.3613 4.4641 0.5526
H 1.8771 2.6746 -0.9252
H 2.5900 0.6849 1.2655
H 3.5316 1.0454 -0.2275
H 1.5192 -1.6994 -1.3369
H 1.7105 -1.6567 0.4303
H 3.0908 -1.3162 -0.6961
H 0.1366 3.2545 0.5555
H 0.5257 2.2090 1.6718
O 0.1380 0.4602 -3.2889
H -0.4993 1.0538 -3.7094
H 0.9313 0.5278 -3.8359
O -0.4833 3.3704 -1.8460
H -1.0111 3.7419 -1.1269
H -0.1797 4.1369 -2.3494
*
```

=====

# C5H13NO

A 2-piece molecular cluster, C5H13NO overall (ωB97M-V/def2-TZVPD, OMol25).

The value obtained for the energy above the lowest of the compared OMol25 structures with the same formula, charge and spin is 215.4 kJ/mol. As for the maximum force: 2.2 eV Å⁻¹. The HOMO-LUMO gap is 10.093 eV.

Structure (ORCA input):
```
! wB97M-V def2-TZVPD RIJCOSX def2/J DEFGRID3
* xyz 0 1
C -2.1598 -0.6111 2.3883
N -0.8980 -0.4837 2.5187
C -0.2337 0.2287 1.3953
C 0.2024 -0.8005 0.3751
C -0.6381 -0.9615 -0.8931
C -0.2289 0.0050 -1.9952
H -2.6374 -1.5068 2.7911
H -2.6824 0.2011 1.8635
H -0.9983 0.9446 1.1301
H 0.6330 0.7991 1.7619
H 0.2554 -1.7682 0.8834
H 1.2103 -0.5834 -0.0347
H -1.7026 -0.7376 -0.6391
H -0.6611 -2.0035 -1.2070
H -0.4383 1.0379 -1.6651
H 0.7868 -0.0622 -2.3919
H -0.9090 -0.0258 -2.8497
O 4.0375 1.9440 -1.2321
H 3.8204 2.8770 -1.2889
H 3.2420 1.5068 -0.9107
*
```

=====

Q: The highest maximum force belongs to which entry?
A: C101H200Cl6N14O8